A molecular structure, C16H12AsN3O2PdS4 in a non-equilibrium geometry, computed with the ωB97M-V functional and the def2-TZVPD basis.

The spin multiplicity is 1. Its net charge is -2. The largest force on an atom is 1.7 eV Å⁻¹. As for the energy: -4888.1703 a.u. For the energy above the lowest of the compared OMol25 structures with the same formula, charge and spin, the calculation gives 0.0 kJ/mol. For the HOMO-LUMO gap (spin up / spin down), the calculation gives 0.1549 / 0.1547 hartree.

XYZ file:
```
39
Properties=species:S:1:pos:R:3:forces:R:3
Pd 0.21493 0.09718 0.11157 0.2791 -0.0768 0.1249
S 3.29390 3.09142 -1.59705 -0.2173 -0.1868 -0.3215
As 2.31546 2.33628 0.12562 1.1808 1.2250 -0.0268
S 2.49363 0.13608 0.27232 -0.4188 0.1369 -0.0535
S 0.11059 2.37924 0.00676 0.3435 -0.3842 0.0629
S 3.11644 3.31435 1.82712 -0.2505 -0.1510 0.3287
C -6.89783 -3.19684 -6.14083 -0.1171 0.0025 -0.0758
O -5.55362 -3.46288 -5.83693 0.0987 -0.0883 0.1769
C -5.30221 -4.07182 -4.62666 -0.0727 0.0474 -0.0518
C -3.96685 -4.13391 -4.23240 -0.0108 -0.0360 -0.0112
C -3.62896 -4.67750 -3.01679 -0.0796 -0.3826 0.1356
C -4.60644 -5.21631 -2.14803 -0.6534 1.2467 -0.6776
C -5.92946 -5.21244 -2.60172 0.4273 -0.0343 0.4461
C -6.27633 -4.62090 -3.80815 -0.1416 0.0797 -0.3035
N -4.28298 -5.79682 -0.93215 1.4064 -0.9849 0.2721
N -3.24594 -5.41296 -0.27696 -1.1851 -0.7038 0.5162
C -2.90359 -4.10118 -0.20359 0.1397 1.0067 -0.4296
C -3.84361 -3.05737 -0.34678 0.2285 -0.2310 -0.0471
C -3.51288 -1.73098 -0.23916 -0.2155 -0.2159 -0.0559
C -2.17192 -1.32720 -0.04016 -0.1945 1.0651 -0.0794
O -1.83502 -0.10167 0.02608 -0.6152 -0.7866 -0.1161
C -1.18483 -2.37154 0.06394 0.4442 -0.8173 0.0864
N 0.11126 -1.96625 0.15310 -0.2345 -0.3190 0.0232
C 1.07144 -2.86603 0.20717 0.1265 0.3389 0.0004
C 0.80891 -4.23647 0.20159 -0.4502 -0.2183 -0.0016
C -0.49344 -4.67307 0.13083 0.4585 -0.2219 0.0643
C -1.53638 -3.74148 0.04564 -0.3082 0.4458 -0.1375
H -6.89432 -2.64791 -7.08085 -0.0247 -0.0137 0.0171
H -7.37593 -2.58441 -5.36816 0.0422 -0.0192 -0.0029
H -7.47923 -4.11815 -6.26657 0.0262 0.0283 -0.0149
H -3.20473 -3.73272 -4.88791 -0.0126 0.0244 -0.0031
H -2.59111 -4.72041 -2.71562 0.0235 0.1097 -0.0281
H -6.69532 -5.63685 -1.96459 -0.0148 0.0045 0.0121
H -7.31924 -4.58578 -4.09319 0.0057 -0.0445 -0.0018
H -4.87244 -3.33777 -0.53422 -0.0218 0.0544 0.0857
H -4.27044 -0.96540 -0.33786 0.0451 0.0557 0.0779
H 2.08507 -2.48558 0.25050 -0.0364 0.0798 0.0037
H 1.63568 -4.93270 0.23030 -0.0057 -0.0240 0.0716
H -0.73618 -5.72774 0.12732 0.0052 -0.0113 -0.0660
```
Forces are in eV/Å.

=====

A molecular structure, C16H12BrCoF5IN2OSe2Te, computed with the ωB97M-V functional and the def2-TZVPD basis.

The spin multiplicity is 4. Its net charge is +1. Its expectation value of S² is 3.76. The largest force on an atom is 0.8 eV Å⁻¹. As for the energy: -10626.1870 a.u. For the HOMO-LUMO gap (spin up / spin down), the calculation gives 0.3091 / 0.2958 hartree.

XYZ file:
```
42
Properties=species:S:1:pos:R:3:forces:R:3
Co 0.06362 0.58942 -0.48069 0.0834 0.6060 -0.4436
Se 1.78443 2.50894 -2.80327 -0.0220 -0.1053 -0.0477
Se 2.20302 3.40710 -0.72296 -0.0374 -0.0372 0.2077
C 0.40727 3.59351 -0.03871 -0.1397 -0.0844 -0.0789
C 0.05249 4.79891 0.54719 0.0103 0.0173 0.0020
C -1.24588 4.96464 1.00341 0.0605 0.1369 0.0323
C -2.16246 3.94024 0.83064 -0.0631 0.0229 0.0068
C -1.72888 2.76519 0.25598 0.1223 -0.0530 -0.1437
N -0.45995 2.58038 -0.14686 0.0419 0.0484 0.1897
C 2.29288 0.68296 -2.44686 -0.0498 0.1936 0.1975
C 3.11712 0.03778 -3.34570 0.0798 -0.0613 -0.0787
C 3.56814 -1.23835 -3.03911 0.0360 0.0266 -0.0792
C 3.21279 -1.81051 -1.83000 0.0281 -0.0613 0.0227
C 2.36219 -1.11253 -1.00069 -0.0983 0.0457 -0.0156
N 1.88185 0.10182 -1.31272 -0.0739 -0.1699 -0.1139
H 0.78453 5.59153 0.62667 -0.0575 0.0128 -0.0361
H -1.54478 5.89931 1.46376 0.0246 -0.0616 -0.0348
H -3.19533 4.04832 1.13213 0.0473 -0.0246 -0.0002
H -2.40761 1.93377 0.10154 0.0177 -0.0186 -0.0088
H 3.41527 0.53586 -4.25792 0.0424 -0.0028 0.0276
H 4.21749 -1.76457 -3.72734 -0.0265 0.0189 0.0110
H 3.56975 -2.78698 -1.53483 -0.0107 0.0186 -0.0188
H 2.03176 -1.53551 -0.05890 -0.0110 0.0081 -0.0326
F -0.09943 -1.71296 -2.66368 0.4887 -0.1335 -0.1748
Te -1.68123 -0.75794 -2.51260 -0.1840 -0.5847 0.0372
F -1.37175 -0.96228 -0.57457 0.1335 0.1852 0.1283
F -2.43511 -2.42515 -2.38973 -0.1647 -0.2189 0.0267
F -1.94680 -0.79824 -4.31763 -0.1745 0.1006 -0.3463
F -3.36563 -0.15943 -2.08303 -0.4241 0.2886 -0.0366
O -0.87533 0.83902 -2.37091 0.2355 -0.0822 0.4410
Br 2.25322 -2.85871 2.57236 -0.0174 0.0496 0.0452
C 0.40373 -2.74082 2.93044 -0.0912 -0.0067 -0.0272
C -0.24099 -3.86885 3.41646 -0.0418 -0.0445 0.0206
C -1.60614 -3.83872 3.66024 0.0317 -0.0089 0.0039
C -2.34146 -2.69153 3.40335 -0.0506 -0.0032 0.0062
C -1.70618 -1.55431 2.93035 -0.1038 -0.0685 0.0175
C -0.33989 -1.58781 2.71117 0.1631 0.0709 -0.1311
I 0.57795 0.20104 2.11370 0.1172 -0.0084 0.4212
H 0.33416 -4.76628 3.60043 -0.0330 0.0121 -0.0028
H -2.09451 -4.72071 4.05320 0.0102 0.0092 -0.0426
H -3.41039 -2.67321 3.57332 0.0519 -0.0093 0.0097
H -2.27391 -0.65436 2.73239 0.0488 -0.0230 0.0393
```
Forces are in eV/Å.

=====

2 unconnected molecules or ions with the total composition C16H12IN4O2, computed with the ωB97M-V functional and the def2-TZVPD basis.

The spin multiplicity is 1. Its net charge is +1. The largest force on an atom is 0.4 eV Å⁻¹. As for the energy: -1283.8947 a.u. For the energy above the lowest of the compared OMol25 structures with the same formula, charge and spin, the calculation gives 6.9 kJ/mol. For the HOMO-LUMO gap, the calculation gives 0.3139 hartree.

XYZ file:
```
35
Properties=species:S:1:pos:R:3:forces:R:3
N 0.21273 5.69949 1.61653 -0.1851 -0.0799 -0.2395
C 1.10611 4.99804 0.87550 0.0300 -0.0657 0.3035
N 2.04659 5.48228 0.05994 -0.2128 0.1197 -0.2414
C 2.65453 4.42363 -0.45158 0.0292 0.0172 -0.0509
I 4.18243 4.45008 -1.81005 -0.0034 -0.0105 0.0282
N 2.14350 3.29387 0.04353 0.0865 -0.1569 -0.0361
N 1.14569 3.65579 0.87609 -0.0738 0.0732 0.2555
H -0.43164 6.31033 1.14381 0.2561 0.2846 0.0847
H 0.17525 5.64891 2.61869 -0.0227 -0.1960 -0.0209
H 2.38793 2.33066 -0.14757 -0.1260 -0.0755 0.1186
H 0.55821 3.00255 1.38180 0.0821 -0.2528 -0.1978
C -2.12565 0.41093 -2.67529 0.0037 0.0000 -0.0044
C -2.63370 -0.78009 -3.18157 0.0117 0.0165 0.0199
C -2.35248 -1.97989 -2.55034 -0.0558 0.0382 -0.0753
C -1.55401 -1.99625 -1.41511 0.0493 0.0219 0.0497
C -1.02606 -0.80376 -0.91509 0.0337 -0.0340 0.0468
C -1.32472 0.39822 -1.54699 -0.0306 0.0246 -0.0738
C -0.13573 -0.80452 0.27616 -0.0195 -0.0192 0.0166
O 0.32411 0.23842 0.71918 0.1694 0.3769 -0.0285
C 0.18798 -2.10566 0.91188 -0.0319 0.0140 -0.0465
C 1.05695 -2.13551 1.99701 0.0374 -0.0424 0.0609
C 1.35964 -3.33943 2.60884 -0.0092 -0.0145 -0.0056
C 0.79023 -4.51972 2.14483 0.0062 0.0308 0.0036
C -0.07316 -4.49847 1.06195 0.0467 -0.0661 0.0629
C -0.37151 -3.29570 0.43799 -0.0003 0.0742 -0.0219
C -1.28078 -3.30064 -0.74297 -0.0448 -0.0888 -0.0273
O -1.77954 -4.32541 -1.14751 0.0117 0.0068 -0.0039
H -2.35478 1.34767 -3.16561 -0.0057 0.0012 -0.0063
H -3.25207 -0.77057 -4.06882 -0.0107 0.0042 -0.0011
H -2.74749 -2.91095 -2.93205 0.0188 -0.0432 0.0592
H -0.92519 1.32092 -1.14964 0.0257 -0.0165 0.0415
H 1.49277 -1.21405 2.35598 -0.0375 0.0381 -0.0242
H 2.03875 -3.36100 3.45038 -0.0009 -0.0033 0.0088
H 1.02327 -5.45874 2.62824 0.0040 -0.0051 0.0043
H -0.51818 -5.41145 0.69186 -0.0316 0.0283 -0.0592
```
Forces are in eV/Å.

=====

A molecular structure, C16H12MoN3O4S5, computed with the ωB97M-V functional and the def2-TZVPD basis.

The spin multiplicity is 1. Its net charge is +3. The largest force on an atom is 0.7 eV Å⁻¹. As for the energy: -3140.2405 a.u. For the energy above the lowest of the compared OMol25 structures with the same formula, charge and spin, the calculation gives 0.0 kJ/mol. For the HOMO-LUMO gap, the calculation gives 0.2299 hartree.

XYZ file:
```
41
Properties=species:S:1:pos:R:3:forces:R:3
Mo -1.29186 0.78484 -0.17387 0.2013 -0.0934 -0.1093
C -1.70766 1.70745 -3.62470 -0.0047 -0.0020 -0.0162
C -1.88758 0.28388 -3.22639 -0.0029 0.0148 0.0171
N -1.77264 -0.21465 -1.99798 -0.1147 0.0259 0.0044
C -2.00935 -1.57709 -1.95076 0.0410 -0.0013 -0.0194
C -2.29895 -2.12069 -3.15299 0.0012 -0.0027 0.0027
S -2.28579 -0.91103 -4.35842 0.0035 -0.0092 -0.0063
C -1.94039 -2.18135 -0.63297 0.0170 0.0012 -0.0013
C -2.17954 -3.46643 -0.29932 -0.0085 -0.0012 0.0040
S -2.08157 -3.64956 1.38805 0.0087 -0.0076 -0.0046
C -1.71497 -2.01458 1.59563 0.0092 -0.0002 -0.0083
N -1.65277 -1.33413 0.44494 -0.0473 -0.0471 -0.0048
C -1.53039 -1.52280 2.98998 -0.0111 -0.0099 0.0055
H -1.59621 2.35696 -2.76191 0.0062 -0.0011 -0.0003
H -2.56427 2.04476 -4.20892 -0.0011 -0.0041 -0.0027
H -0.82265 1.81352 -4.25411 0.0110 -0.0029 0.0147
H -2.52739 -3.14716 -3.39058 0.0005 0.0003 0.0010
H -2.43252 -4.28779 -0.95010 0.0004 0.0006 -0.0002
H -1.78656 -2.31718 3.68920 -0.0131 0.0043 -0.0009
H -2.17942 -0.67408 3.19947 0.0140 0.0122 -0.0065
H -0.49185 -1.25126 3.17191 -0.0001 0.0033 -0.0035
S -1.64657 3.91158 3.17427 -0.0125 0.0087 0.0033
C -1.05841 2.64079 2.62518 0.0315 -0.0271 -0.0273
S -0.33442 1.26873 2.16809 -0.0286 0.0428 0.0733
S -2.88126 2.10738 -0.08815 -0.0368 0.1273 0.0088
O 5.84508 1.74881 -1.39975 0.0018 -0.0073 0.0201
C 5.63362 0.93601 -0.66316 0.0005 -0.0008 -0.0590
O 0.00836 1.55780 -0.85525 -0.2216 -0.1274 0.1298
C 5.37575 -0.08311 0.25931 -0.0281 0.0251 0.0008
C 6.47741 -0.67612 0.90606 0.0173 0.0376 -0.0317
C 6.23696 -1.67933 1.82202 -0.0134 -0.0300 0.0201
C 4.93214 -2.07333 2.08989 0.0271 0.0188 -0.0476
C 3.86662 -1.45612 1.43555 0.0203 0.0308 0.0541
C 4.04353 -0.46006 0.50942 -0.1588 -0.1432 0.1085
N 2.49773 -1.91557 1.78736 -0.2933 -0.3147 0.2205
O 1.51725 -1.30924 1.37233 0.5181 0.3854 -0.3296
O 2.43566 -2.88701 2.49173 -0.0156 -0.0272 0.0211
H 7.48679 -0.35081 0.68743 -0.0015 -0.0036 -0.0056
H 7.06345 -2.15705 2.32965 -0.0058 0.0026 0.0061
H 4.72964 -2.86036 2.80375 -0.0007 0.0046 0.0077
H 3.18615 -0.02369 0.01496 0.0898 0.1177 -0.0386
```
Forces are in eV/Å.